The following is a DFT calculation (ωB97M-V/def2-TZVPD) of ClH12LiO6 as an isolated structure.

**Kohn-Sham gap**: 9.07 eV
**Highest occupied orbital energy**: -10.608 eV
**Energy above the lowest of the compared OMol25 structures with the same formula, charge and spin**: 99.5 kJ/mol
**E_LUMO**: -0.056 hartree
**Largest force on an atom**: 0.01749 Eh/bohr

Each line ends with the Mulliken charge.
CARTESIAN COORDINATES (ANGSTROEM)
1 Li -9.6353 17.0889 -7.3950  0.9117
2 Cl -11.2081 18.0845 -8.7583  -0.8765
3 O -11.7895 19.1070 -11.8973  -0.5409
4 H -11.1940 19.2168 -12.6465  0.2723
5 H -11.2735 18.6023 -11.2525  0.2204
6 O -13.1624 15.2927 -8.3222  -0.6105
7 H -14.0741 15.5303 -8.1217  0.3156
8 H -12.6657 16.1162 -8.2258  0.3114
9 O -12.1909 15.8003 -11.6886  -0.6067
10 H -12.4615 16.5050 -11.0875  0.3095
11 H -12.6171 16.0292 -12.5214  0.3157
12 O -13.8574 20.2577 -9.7864  -0.6343
13 H -13.1112 19.6466 -9.7364  0.2618
14 H -13.6065 20.8482 -10.5052  0.3094
15 O -9.5388 20.9021 -9.4096  -0.6322
16 H -10.1563 20.1701 -9.2514  0.3411
17 H -9.9578 21.6668 -9.0012  0.2992
18 O -8.9513 16.9255 -10.9096  -0.5972
19 H -8.2855 17.6139 -11.0257  0.3312
20 H -9.5749 17.2894 -10.2616  0.2991